[1]
C30H26KN3OP2 | ωB97M-V/def2-TZVPD

The HOMO energy is -0.308 Eh. The calculation puts the energy above the lowest of the compared OMol25 structures with the same formula, charge and spin at 2.4 kcal per mole. Its lowest unoccupied orbital energy is -0.223 eV. Its gap between HOMO and LUMO is 0.300 Eh. The value obtained for the calculated total energy is -2680.9195 Ha. As for the maximum force: 0.361 eV/A.

ORCA input file:
```
! RIJCOSX wB97M-V def2-TZVPD def2/J DEFGRID3
* xyz 0 1
K 2.199 -1.342 1.744
C -1.236 0.009 2.586
C -1.925 -0.787 1.466
P -1.597 -2.608 1.550
C -2.947 -3.219 0.470
C -3.952 -3.987 1.052
C -5.024 -4.440 0.294
C -5.096 -4.130 -1.055
C -4.097 -3.367 -1.646
C -3.029 -2.915 -0.888
C -0.146 -2.832 0.436
C 0.625 -3.982 0.632
C 1.753 -4.223 -0.140
C 2.135 -3.316 -1.118
C 1.382 -2.170 -1.330
C 0.252 -1.927 -0.555
C -0.893 1.459 2.222
P 0.536 1.506 1.051
C 1.202 3.195 1.214
C 2.566 3.333 1.461
C 3.142 4.594 1.536
C 2.351 5.722 1.384
C 0.987 5.594 1.146
C 0.417 4.336 1.051
C -0.197 1.605 -0.628
C 0.707 1.414 -1.674
C 0.291 1.413 -2.995
C -1.052 1.605 -3.292
C -1.962 1.804 -2.264
C -1.539 1.806 -0.940
H -0.311 -0.487 2.906
H -1.878 -0.006 3.470
H -1.683 -0.390 0.480
H -3.009 -0.691 1.566
H -3.890 -4.234 2.106
H -5.798 -5.038 0.757
H -5.928 -4.485 -1.649
H -4.150 -3.127 -2.700
H -2.252 -2.328 -1.363
H 0.336 -4.687 1.403
H 2.336 -5.120 0.026
H 3.021 -3.493 -1.713
H 1.688 -1.450 -2.080
H -0.302 -1.012 -0.721
H -0.550 1.984 3.117
H -1.775 1.996 1.867
H 3.188 2.452 1.585
H 4.207 4.689 1.701
H 2.796 6.707 1.440
H 0.374 6.477 1.020
H -0.641 4.241 0.832
H 1.754 1.252 -1.447
H 1.020 1.247 -3.778
H -1.389 1.600 -4.321
H -3.009 1.960 -2.490
H -2.276 1.959 -0.162
O 4.271 0.300 1.481
N 3.916 0.031 0.296
C 4.500 0.707 -0.683
C 4.110 0.385 -2.010
N 3.765 0.140 -3.083
C 5.467 1.728 -0.429
N 6.241 2.546 -0.191
*
```

[2]
C30H26KN6SSbSe4 | ωB97M-V/def2-TZVPD

The HOMO energy is -0.016 Eh. The calculation puts the energy above the lowest of the compared OMol25 structures with the same formula, charge and spin at 3.6 kcal per mole. Its lowest unoccupied orbital energy is 3.433 eV. Its gap between HOMO and LUMO is 0.143 Eh. The value obtained for the calculated total energy is -12331.6201 Ha. As for the maximum force: 1.081 eV/A.

ORCA input file:
```
! RIJCOSX wB97M-V def2-TZVPD def2/J DEFGRID3
* xyz -2 1
K 0.530 -1.002 1.019
C 3.689 0.546 1.809
C 4.129 -0.726 1.493
C 3.723 -1.822 2.257
C 2.895 -1.628 3.362
C 2.488 -0.336 3.715
C 2.887 0.744 2.936
H 3.959 1.407 1.194
H 4.792 -0.879 0.631
H 4.068 -2.820 1.998
H 2.533 -2.483 3.916
H 1.868 -0.201 4.587
H 2.572 1.744 3.189
C -3.688 -0.080 1.471
C -4.005 -1.371 1.127
C -3.291 -2.000 0.119
C -2.311 -1.280 -0.557
N -1.980 -0.033 -0.203
C -2.624 0.510 0.820
C -1.467 -1.892 -1.637
C -2.010 -2.846 -2.496
C -1.217 -3.371 -3.493
C 0.115 -3.007 -3.559
C 0.599 -2.098 -2.621
N -0.191 -1.520 -1.717
C 2.051 -1.742 -2.580
C 3.057 -2.594 -3.048
C 4.379 -2.186 -2.999
C 4.687 -0.923 -2.502
C 3.629 -0.172 -2.023
N 2.368 -0.556 -2.036
H -4.218 0.431 2.273
H -4.770 -1.952 1.660
H -3.446 -3.044 -0.095
H -2.245 1.460 1.152
H -3.038 -3.144 -2.394
H -1.638 -4.069 -4.200
H 0.778 -3.441 -4.293
H 2.787 -3.582 -3.420
H 5.165 -2.841 -3.369
H 5.700 -0.544 -2.469
H 3.853 0.776 -1.560
C -1.370 3.929 3.621
N -1.731 3.940 2.225
C -3.045 3.931 1.749
C -2.975 3.767 0.425
N -1.630 3.663 0.078
C -0.839 3.765 1.202
S 0.821 3.851 1.284
C -1.213 3.164 -1.180
C -1.795 3.643 -2.351
C -1.427 3.059 -3.549
C -0.448 2.079 -3.534
C 0.079 1.691 -2.318
N -0.301 2.217 -1.160
H -1.873 4.742 4.124
H -0.300 4.050 3.688
H -1.630 2.971 4.076
H -3.888 4.034 2.410
H -3.775 3.653 -0.299
H -2.532 4.439 -2.305
H -1.901 3.403 -4.466
H -0.126 1.596 -4.443
H 0.828 0.909 -2.226
Se -1.082 -1.160 3.643
Sb -1.240 -3.630 3.126
Se -0.292 -4.027 0.818
Se -3.621 -4.275 3.161
Se 0.146 -4.838 4.742
*
```

[3]
C30H27BNO6 | ωB97M-V/def2-TZVPD

The HOMO energy is -0.377 Eh. The calculation puts the energy above the lowest of the compared OMol25 structures with the same formula, charge and spin at 1.4 kcal per mole. Its lowest unoccupied orbital energy is -5.579 eV. Its gap between HOMO and LUMO is 0.172 Eh. The value obtained for the calculated total energy is -1690.3069 Ha. As for the maximum force: 2.843 eV/A.

ORCA input file:
```
! RIJCOSX wB97M-V def2-TZVPD def2/J DEFGRID3
* xyz 1 1
C 4.803 4.705 -0.398
C 3.419 4.438 -0.055
C 2.430 5.267 0.400
C 1.271 4.460 0.563
C 1.592 3.183 0.174
B 0.664 1.957 -0.205
N 0.680 1.861 -1.861
C 0.728 3.105 -2.664
C 1.767 0.871 -2.124
C 1.922 0.101 -0.829
O 2.545 -0.932 -0.688
O 1.209 0.670 0.188
C -0.684 1.268 -1.976
C -1.474 2.118 -1.007
O -2.540 2.651 -1.196
O -0.750 2.194 0.159
O 2.928 3.166 -0.184
H 4.942 5.787 -0.393
H 5.488 4.284 0.342
H 5.068 4.333 -1.391
H 2.511 6.332 0.581
H 0.296 4.794 0.912
H 0.368 2.896 -3.681
H 0.089 3.877 -2.215
H 1.759 3.467 -2.726
H 1.497 0.190 -2.950
H 2.700 1.390 -2.387
H -1.095 1.218 -2.992
H -0.615 0.244 -1.601
C -0.191 -4.060 6.092
O 0.770 -3.734 5.070
C 0.335 -2.990 4.018
C 1.294 -2.675 3.028
C 0.903 -2.061 1.861
C -0.466 -1.790 1.586
C -0.918 -1.387 0.278
C -2.262 -0.890 0.007
C -2.624 -1.248 -1.332
C -3.877 -0.974 -1.854
C -4.798 -0.297 -1.048
C -4.460 0.042 0.274
C -3.190 -0.226 0.799
C -1.508 -1.975 -1.916
C -0.460 -2.068 -0.928
C 0.593 -2.942 -1.173
C 0.638 -3.646 -2.380
C -0.357 -3.487 -3.359
C -1.453 -2.653 -3.120
C -1.387 -2.000 2.641
C -1.006 -2.570 3.844
H 0.417 -4.537 6.858
H -0.673 -3.156 6.482
H -0.952 -4.755 5.715
H 2.326 -2.959 3.221
H 1.669 -1.777 1.146
H -4.090 -1.259 -2.883
H -5.761 0.005 -1.462
H -5.195 0.554 0.893
H -2.918 0.080 1.806
H 1.335 -3.110 -0.402
H 1.468 -4.329 -2.558
H -0.274 -4.022 -4.305
H -2.266 -2.532 -3.839
H -2.436 -1.758 2.508
H -1.744 -2.709 4.638
*
```